The following is a DFT calculation (wB97M-V/def2-TZVPD) of a 2-piece molecular cluster, C2HO2S2 overall.

Output
* HOMO energy: -2.2 eV
* orbital gap: 5.391 eV
* charge: -1
* multiplicity: 1

```
7
C2HO2S2 | OMol25 | wB97M-V/def2-TZVPD
C -0.117 -1.882 -0.666
C 0.037 1.990 1.435
O -0.296 -1.057 -1.454
O -0.096 -2.888 -0.107
S -0.938 0.713 1.663
S 0.845 2.190 -0.109
H 0.565 0.933 -0.763
```

Results of the Mulliken charge analysis, in e, for atoms 1 through 5: number 1, C, carries 0.41; number 2, C, carries -0.25; number 3, O, carries -0.21; number 4, O, carries -0.31; number 5, S, carries -0.48